Record 1
{
  "formula": "C27H48F5N10Ti",
  "method": "ωB97M-V with the def2-TZVPD basis set",
  "e_homo_ev": [-8.50, -10.98],
  "de_lowest_kcal_mol": 0.0,
  "s2": 2.004,
  "total_charge": 1,
  "multiplicity": 3,
  "orbital_gap_ha": [0.24939, 0.34053],
  "elements": ["Ti", "F", "F", "F", "F", "F", "N", "N", "N", "N", "N", "N", "N", "N", "N", "N", "C", "C", "C", "C", "C", "C", "C", "C", "C", "C", "C", "C", "C", "C", "C", "C", "C", "C", "C", "C", "C", "C", "C", "C", "C", "C", "C", "H", "H", "H", "H", "H", "H", "H", "H", "H", "H", "H", "H", "H", "H", "H", "H", "H", "H", "H", "H", "H", "H", "H", "H", "H", "H", "H", "H", "H", "H", "H", "H", "H", "H", "H", "H", "H", "H", "H", "H", "H", "H", "H", "H", "H", "H", "H", "H"],
  "xyz": [[0.118, 0.278, -0.188], [2.234, -4.294, 2.801], [1.421, -1.421, -1.727], [0.629, -2.149, 2.870], [3.410, -5.069, 0.481], [2.987, -3.622, -1.801], [0.279, 2.106, -1.607], [-1.766, -2.555, -1.293], [-2.832, 0.487, 1.982], [-1.350, -0.357, -1.777], [2.700, 0.560, 2.411], [4.439, 0.628, 0.860], [-3.347, 2.685, 1.405], [2.220, 1.060, 0.207], [-1.680, -1.917, -3.527], [-1.275, 1.713, 0.811], [-2.600, -2.940, -3.994], [3.437, -0.329, 3.297], [-3.633, 3.479, 0.226], [4.905, -0.249, -0.199], [-1.597, 0.805, -2.608], [-0.338, 1.631, -2.861], [-4.230, 0.147, 2.172], [1.570, -2.170, -0.565], [3.096, 0.766, 1.126], [-0.689, 3.013, 0.499], [-2.311, -2.300, 0.028], [5.452, 1.077, 1.795], [1.484, 1.135, 2.952], [2.618, -4.003, 0.502], [2.010, -3.605, 1.683], [-1.298, -3.911, -1.514], [-4.102, 3.023, 2.598], [2.690, 1.480, -1.103], [-0.495, 3.205, -0.996], [1.711, 2.456, -1.754], [2.400, -3.270, -0.655], [0.919, -1.727, 0.562], [1.185, -2.490, 1.677], [-2.443, 1.652, 1.389], [-1.589, -1.566, -2.209], [-1.890, -0.358, 2.701], [-0.734, -1.435, -4.516], [-1.206, -0.787, -5.259], [0.013, 4.159, -1.163], [-1.269, 3.842, 0.910], [-3.975, 4.086, 2.814], [-4.714, 3.621, 0.150], [-2.123, -4.624, -1.590], [6.191, 1.681, 1.264], [-3.202, -2.917, 0.186], [-0.698, -3.959, -2.420], [0.296, 3.055, 0.974], [5.976, 0.244, 2.275], [0.410, 1.022, -3.371], [-3.166, 4.468, 0.247], [-0.909, -0.340, 2.237], [-3.725, 2.462, 3.450], [-4.560, 0.284, 3.206], [1.678, 2.086, 3.458], [4.061, -0.646, -0.761], [-1.811, -0.053, 3.749], [-0.664, -4.202, -0.674], [-3.303, 2.949, -0.665], [1.957, 2.538, -2.817], [1.865, 3.443, -1.319], [-2.082, -3.854, -4.301], [-3.314, -3.185, -3.212], [-2.310, 1.442, -2.072], [0.074, -0.901, -4.020], [-2.075, 0.556, -3.558], [-3.153, -2.558, -4.855], [-1.575, -2.542, 0.799], [-0.581, 2.480, -3.514], [-5.172, 2.822, 2.484], [-1.459, 3.271, -1.499], [-4.373, -0.904, 1.911], [4.150, -0.919, 2.726], [1.053, 0.443, 3.674], [3.654, 1.993, -1.044], [-0.294, -2.288, -5.039], [5.578, 0.271, -0.885], [4.999, 1.695, 2.567], [5.445, -1.098, 0.233], [-2.241, -1.390, 2.673], [-2.575, -1.250, 0.121], [-4.858, 0.746, 1.518], [2.734, -1.017, 3.767], [3.973, 0.214, 4.080], [2.825, 0.613, -1.756], [0.740, 1.299, 2.177]],
  "lowdin_charge": [0.872, 0.121, 0.005, 0.045, 0.132, 0.117, -0.222, -0.130, -0.142, -0.004, -0.120, -0.160, -0.162, 0.014, -0.146, -0.001, -0.047, -0.038, -0.041, -0.037, -0.197, -0.163, -0.051, -0.267, -0.374, -0.196, -0.047, -0.055, -0.030, -0.144, -0.154, -0.036, -0.049, -0.209, -0.165, -0.143, -0.168, -0.069, -0.253, -0.368, -0.387, -0.049, -0.037, 0.095, 0.128, 0.112, 0.098, 0.099, 0.096, 0.096, 0.101, 0.096, 0.106, 0.090, 0.110, 0.094, 0.027, 0.095, 0.095, 0.102, 0.073, 0.105, 0.092, 0.074, 0.129, 0.120, 0.091, 0.095, 0.097, 0.073, 0.118, 0.096, 0.071, 0.137, 0.091, 0.098, 0.088, 0.091, 0.088, 0.128, 0.099, 0.098, 0.094, 0.099, 0.088, 0.070, 0.094, 0.087, 0.096, 0.100, 0.032]
}

=====

Record 2
{
  "formula": "C27H48O4SYb",
  "method": "ωB97M-V with the def2-TZVPD basis set",
  "e_homo_ev": -11.88,
  "total_charge": 2,
  "orbital_gap_ha": 0.13699,
  "elements": ["Yb", "S", "O", "O", "O", "O", "C", "C", "C", "C", "C", "C", "C", "C", "C", "C", "C", "C", "C", "C", "C", "C", "C", "C", "C", "C", "C", "C", "C", "C", "C", "C", "C", "H", "H", "H", "H", "H", "H", "H", "H", "H", "H", "H", "H", "H", "H", "H", "H", "H", "H", "H", "H", "H", "H", "H", "H", "H", "H", "H", "H", "H", "H", "H", "H", "H", "H", "H", "H", "H", "H", "H", "H", "H", "H", "H", "H", "H", "H", "H", "H"],
  "xyz": [[0.417, -5.438, -0.534], [-0.120, -2.988, -1.586], [0.541, -1.574, -1.347], [0.514, 6.217, 1.744], [0.893, -3.832, -2.455], [-0.091, -3.749, -0.029], [0.030, 1.877, 3.239], [-0.918, -0.161, 4.854], [-1.917, -2.869, -3.947], [1.422, 1.464, -4.455], [1.710, 1.971, -2.920], [1.972, 6.449, 1.758], [3.201, 2.517, -0.745], [-1.937, -2.201, 1.013], [-0.520, -0.490, -4.186], [-1.843, -2.900, -2.312], [-0.600, 3.417, 3.147], [-0.015, 6.051, 3.126], [-0.137, -3.843, 3.033], [-1.527, 0.396, -5.183], [1.071, -0.136, -4.391], [-1.427, -3.736, 0.587], [4.491, 1.763, -3.120], [0.404, 4.561, 3.758], [-0.057, 1.268, 4.766], [-0.698, -2.070, -4.693], [-2.680, -0.995, 1.088], [-1.252, -4.530, 2.049], [-0.156, -1.316, 3.969], [-2.575, -4.578, -0.234], [-0.794, -2.834, 4.170], [3.086, 2.080, -2.330], [-2.609, -4.312, -1.850], [4.312, 2.735, -0.432], [4.419, 0.645, -3.530], [-3.640, -4.453, 0.289], [5.395, 1.832, -2.365], [0.984, -1.344, 4.254], [0.334, -2.652, -4.713], [2.854, 1.567, -0.116], [-1.266, 0.270, -6.321], [0.687, -3.261, 2.440], [2.470, 5.784, 0.927], [0.210, 4.590, 4.932], [-2.001, 0.114, 4.459], [-1.194, 6.120, 3.059], [-0.928, -0.315, -3.102], [-0.494, -3.154, 5.277], [0.663, 2.119, -5.059], [0.395, -4.710, 3.659], [1.688, -0.580, -3.475], [-2.664, 0.121, -4.947], [2.219, 7.594, 1.533], [-0.537, 1.235, 2.438], [-2.422, -2.004, -1.781], [0.367, 6.945, 3.786], [-2.309, -4.706, 2.575], [2.480, 6.215, 2.792], [-2.298, -5.731, -0.094], [1.463, -0.739, -5.344], [0.764, 2.233, -2.262], [-1.991, -5.200, -2.351], [2.465, 1.551, -5.029], [4.661, 2.446, -4.082], [-3.708, -4.379, -2.246], [2.468, 3.401, -0.505], [-0.915, 3.691, 2.029], [-0.199, -0.952, 2.834], [1.039, 1.127, 5.166], [1.174, 1.923, 2.913], [-1.587, 3.430, 3.814], [-0.909, -0.513, 5.972], [-3.068, 0.128, 1.171], [-0.887, -5.626, 1.744], [-1.972, -2.769, 4.065], [-1.016, -1.977, -5.840], [1.549, 4.347, 3.607], [-1.435, 1.548, -4.890], [-2.010, -3.935, -4.438], [-0.567, 2.097, 5.433], [-2.921, -2.290, -4.230]],
  "lowdin_charge": [1.523, 0.883, -0.260, -0.269, -0.357, -0.446, -0.219, -0.200, -0.157, -0.189, -0.088, -0.128, -0.111, 0.007, -0.328, -0.281, -0.222, -0.202, -0.187, -0.102, -0.189, -0.443, -0.104, -0.179, -0.206, -0.189, 0.175, -0.134, -0.238, -0.127, -0.188, -0.262, -0.148, 0.080, 0.082, 0.181, 0.082, 0.127, 0.116, 0.079, 0.101, 0.116, 0.090, 0.122, 0.120, 0.136, 0.120, 0.135, 0.105, 0.135, 0.110, 0.088, 0.112, 0.080, 0.169, 0.130, 0.173, 0.093, 0.121, 0.130, 0.111, 0.123, 0.115, 0.098, 0.162, 0.075, 0.120, 0.086, 0.116, 0.116, 0.118, 0.118, 0.113, 0.095, 0.120, 0.138, 0.108, 0.088, 0.139, 0.112, 0.158]
}

=====

Record 3
{
  "formula": "C27H49BN5O8S2",
  "method": "ωB97M-V with the def2-TZVPD basis set",
  "e_homo_ev": -11.36,
  "total_charge": 1,
  "orbital_gap_ha": 0.23969,
  "elements": ["S", "S", "O", "O", "O", "O", "O", "O", "O", "O", "N", "N", "N", "N", "N", "C", "C", "C", "C", "C", "C", "C", "C", "C", "C", "C", "C", "C", "C", "C", "C", "C", "C", "C", "C", "C", "C", "C", "C", "C", "C", "C", "B", "H", "H", "H", "H", "H", "H", "H", "H", "H", "H", "H", "H", "H", "H", "H", "H", "H", "H", "H", "H", "H", "H", "H", "H", "H", "H", "H", "H", "H", "H", "H", "H", "H", "H", "H", "H", "H", "H", "H", "H", "H", "H", "H", "H", "H", "H", "H", "H", "H"],
  "xyz": [[-4.059, -5.387, -2.426], [7.488, 0.278, -0.983], [8.867, 0.621, -0.756], [6.507, 1.270, -1.347], [-4.172, -6.904, -1.877], [-1.846, 5.789, 0.522], [-4.760, -5.290, -3.681], [-2.698, -4.938, -2.279], [-1.402, 5.011, -1.761], [7.419, -0.943, -2.041], [-2.665, 3.214, 1.244], [-1.924, 3.258, 0.120], [-3.458, -3.103, 1.056], [-0.265, 3.475, 6.125], [-0.558, 2.151, -1.640], [-2.408, 3.686, 4.703], [-1.397, 2.059, -0.433], [9.054, -0.332, -3.749], [2.987, 0.983, -1.019], [-1.581, 0.594, 0.053], [6.904, -0.609, 0.435], [-3.700, -7.965, -2.710], [-3.732, 2.007, 3.191], [-0.983, -0.703, -0.666], [-1.676, 3.984, 6.108], [-2.877, 1.960, 1.811], [-2.185, -8.002, -2.774], [-2.708, 2.108, 4.462], [2.014, 0.344, 0.032], [1.532, 1.229, 1.220], [-2.767, -0.840, 2.123], [-5.031, -4.610, -1.167], [-2.912, 2.214, -2.800], [-1.318, 2.125, -2.918], [7.606, -0.651, -3.429], [3.462, 2.469, -0.865], [0.089, -1.491, 0.228], [-3.558, -1.793, 1.098], [2.993, 3.376, 0.321], [-2.452, 0.525, 1.378], [1.608, -1.182, -0.200], [2.022, 2.715, 1.356], [-1.698, 4.677, -0.408], [0.147, 3.479, 5.182], [-1.801, -1.412, 2.403], [1.807, -1.542, -1.280], [-4.990, -3.535, -1.336], [1.710, 3.383, 2.235], [-3.388, 1.352, -2.202], [-2.270, 3.429, 6.914], [-0.084, -2.619, 0.136], [-3.322, 2.089, -3.875], [-1.840, -8.869, -3.343], [-4.602, -4.847, -0.195], [7.543, -1.476, 0.596], [2.280, -1.845, 0.470], [0.184, 2.848, -1.573], [-0.038, -1.108, 1.308], [-4.061, -8.900, -2.271], [-6.059, -4.963, -1.238], [9.375, 0.586, -3.254], [3.366, 0.336, -1.874], [-4.138, -7.889, -3.710], [6.969, 0.062, 1.291], [-0.542, -0.381, -1.685], [-3.349, -0.730, 3.104], [-4.226, -1.261, 0.324], [-0.550, 5.504, -1.797], [-3.398, 4.281, 4.616], [-3.159, 1.640, 5.412], [-1.740, 1.561, 4.164], [-2.798, -3.383, 1.809], [4.180, 2.850, -1.670], [9.711, -1.133, -3.400], [-1.078, 5.827, 1.133], [-1.758, -8.041, -1.769], [-1.624, 5.103, 6.350], [-4.393, 1.071, 3.306], [3.371, 4.444, 0.433], [-1.072, 1.125, -3.448], [9.194, -0.197, -4.824], [-1.788, -7.108, -3.259], [7.306, -1.544, -3.985], [-1.731, 4.084, 3.854], [-0.876, 2.941, -3.602], [-3.299, 3.247, -2.459], [6.942, 0.161, -3.741], [-1.896, -1.363, -0.935], [-0.285, 2.521, 6.521], [-4.380, 2.948, 3.229], [5.870, -0.908, 0.269], [0.819, 0.803, 2.013]],
  "lowdin_charge": [0.600, 0.602, -0.272, -0.299, -0.264, 0.116, -0.278, -0.303, 0.132, -0.266, 0.155, 0.086, 0.105, -0.036, -0.009, -0.209, -0.090, -0.075, -0.016, 0.014, -0.117, -0.263, -0.134, -0.119, -0.275, -0.108, -0.078, -0.184, -0.166, -0.042, -0.107, -0.143, -0.089, -0.231, -0.268, -0.057, -0.180, -0.202, -0.067, 0.002, -0.171, -0.078, -0.474, 0.051, 0.124, 0.128, 0.061, 0.079, 0.084, 0.116, 0.128, 0.099, 0.083, 0.042, 0.078, 0.127, 0.113, 0.087, 0.125, 0.077, 0.070, 0.100, 0.118, 0.079, 0.120, 0.122, 0.132, 0.139, 0.117, 0.122, 0.104, 0.071, 0.091, 0.088, 0.115, 0.084, 0.113, 0.107, 0.089, 0.117, 0.084, 0.066, 0.123, 0.101, 0.134, 0.083, 0.114, 0.124, 0.065, 0.114, 0.064, 0.086]
}